115
Properties=species:S:1:pos:R:3 method="wB97M-V/def2-TZVPD" total_charge=+4 lumo_ev=-12.25 orbital_gap_ev=3.6 e_above_lowest_ev=0.000 spin_multiplicity=1 e_tot_ha=-4287.9683
Sn -0.014 0.049 -0.241
C -3.179 -1.026 -0.674
O -1.828 -1.477 -0.897
C -1.584 -2.860 -0.639
C -1.045 -3.019 0.757
O 0.114 -2.152 0.796
C 1.216 -2.685 1.565
H -3.870 -1.679 -1.206
H -3.243 -0.024 -1.093
H -3.422 -1.013 0.389
H -0.801 -3.166 -1.336
H -2.473 -3.455 -0.849
H -0.746 -4.057 0.917
H -1.750 -2.737 1.539
H 1.612 -3.573 1.072
H 0.886 -2.941 2.567
H 1.983 -1.916 1.622
C -0.710 2.371 8.333
S -0.131 3.395 6.955
C -1.578 3.423 5.847
C -1.165 3.232 4.398
C -0.708 1.812 4.146
N -0.360 1.554 2.701
P -1.605 1.308 1.627
C -3.084 0.790 2.474
C -4.178 1.643 2.645
C -5.312 1.176 3.291
C -5.367 -0.134 3.749
C -4.280 -0.990 3.579
C -3.148 -0.532 2.939
C -2.014 2.844 0.796
C -3.024 2.826 -0.171
C -3.358 3.983 -0.849
C -2.678 5.165 -0.577
C -1.662 5.184 0.371
C -1.317 4.025 1.048
P 1.145 0.791 2.302
C 1.568 -0.118 3.792
C 2.762 0.098 4.484
C 3.066 -0.677 5.593
C 2.193 -1.671 6.010
C 1.002 -1.897 5.321
C 0.697 -1.132 4.216
C 2.428 2.043 2.168
C 2.375 3.268 2.827
C 3.457 4.135 2.771
C 4.601 3.776 2.068
C 4.659 2.554 1.407
C 3.575 1.695 1.453
H 0.104 2.305 9.049
H -0.985 1.381 7.977
H -1.572 2.836 8.802
H -2.014 4.414 5.957
H -2.314 2.691 6.182
H -0.386 3.952 4.140
H -2.038 3.470 3.778
H -1.496 1.124 4.458
H 0.176 1.583 4.738
H -4.150 2.659 2.277
H -6.158 1.833 3.429
H -6.265 -0.497 4.229
H -4.333 -2.009 3.937
H -2.305 -1.199 2.792
H -3.578 1.916 -0.371
H -4.154 3.972 -1.580
H -2.946 6.072 -1.101
H -1.148 6.111 0.590
H -0.522 4.037 1.780
H 3.454 0.865 4.164
H 3.987 -0.504 6.131
H 2.443 -2.281 6.867
H 0.328 -2.676 5.649
H -0.228 -1.312 3.678
H 1.494 3.550 3.388
H 3.420 5.079 3.297
H 5.451 4.444 2.045
H 5.554 2.272 0.871
H 3.630 0.739 0.943
C 1.930 4.849 -0.739
C 1.410 3.522 -0.528
N 0.984 2.474 -0.328
H 3.019 4.827 -0.682
H 1.545 5.509 0.038
H 1.617 5.222 -1.714
C 1.979 1.422 -6.415
C 2.441 0.974 -5.036
N 1.426 1.187 -3.991
C 0.403 0.386 -3.735
S -0.762 0.920 -2.521
N 0.232 -0.733 -4.406
C -0.903 -1.663 -4.300
C -2.006 -1.318 -5.286
H 2.782 1.273 -7.135
H 1.722 2.480 -6.413
H 1.110 0.864 -6.765
H 3.324 1.529 -4.722
H 2.721 -0.083 -5.023
H 1.395 2.083 -3.530
H 0.834 -0.881 -5.208
H -1.260 -1.626 -3.272
H -0.503 -2.659 -4.491
H -2.405 -0.322 -5.093
H -2.818 -2.038 -5.197
H -1.647 -1.357 -6.313
Cl 5.272 0.896 -2.259
C 4.087 -0.295 -1.925
C 4.328 -1.646 -2.144
C 3.315 -2.549 -1.853
C 2.113 -2.085 -1.357
N 1.889 -0.776 -1.145
C 2.861 0.107 -1.421
H 5.285 -1.979 -2.525
H 3.461 -3.610 -2.001
H 1.308 -2.760 -1.119
H 2.659 1.150 -1.230